41
Properties=species:S:1:pos:R:3:lowdin_charge:R:1 method="wB97M-V/def2-TZVPD" smiles="CCCCCC[C@H]1C=[N+](CNC)C[C@H]1N" total_charge=+1 fmax_ha_per_bohr=0.0054
C 4.3652 -0.8562 0.3165 -0.097
C 3.5250 0.4024 0.5395 -0.257
C 3.5241 1.3764 -0.6448 -0.204
C 2.8854 0.8781 -1.9501 -0.203
C 1.3655 1.0439 -2.0136 -0.185
C 0.5912 -0.0152 -1.2007 -0.144
C -0.2770 0.5533 -0.0630 -0.212
C -1.7113 0.7246 -0.4146 0.071
N -2.5005 0.5225 0.5645 -0.005
C -3.9866 0.5968 0.5443 -0.162
N -4.5210 -0.6151 1.0386 -0.092
C -4.6025 -1.7367 0.0988 -0.079
C -1.7523 0.1766 1.7990 -0.039
C -0.3964 -0.2689 1.2516 -0.317
N -0.4901 -1.6860 0.9313 0.079
H 4.3430 -1.1933 -0.7212 0.063
H 5.4114 -0.6772 0.5674 0.078
H 4.0252 -1.6884 0.9348 0.070
H 3.9094 0.9394 1.4105 0.109
H 2.4967 0.1314 0.8041 0.069
H 4.5583 1.6713 -0.8432 0.115
H 3.0141 2.2977 -0.3399 0.108
H 3.1303 -0.1764 -2.1124 0.103
H 3.3349 1.4135 -2.7880 0.114
H 1.1145 2.0495 -1.6583 0.107
H 1.0427 1.0073 -3.0558 0.111
H -0.0317 -0.6214 -1.8628 0.123
H 1.3009 -0.7196 -0.7673 0.096
H 0.0994 1.5553 0.1887 0.165
H -2.1022 1.0029 -1.3891 0.171
H -4.2653 1.4253 1.1958 0.148
H -4.2504 0.8457 -0.4914 0.135
H -5.3641 -0.4706 1.5685 0.122
H -4.4374 -1.3965 -0.9285 0.082
H -5.5893 -2.1951 0.1387 0.088
H -3.8560 -2.4982 0.3267 0.076
H -1.6913 1.0740 2.4188 0.147
H -2.3023 -0.5940 2.3342 0.129
H 0.4092 -0.0058 1.9425 0.143
H -0.7004 -2.2249 1.7628 0.092
H 0.3815 -2.0483 0.5667 0.080

=====

89
Properties=species:S:1:pos:R:3:lowdin_charge:R:1 method="wB97M-V/def2-TZVPD" total_charge=-1 fmax_ha_per_bohr=0.0471
P 0.4209 -1.3924 0.9641 1.000
C 1.8987 -0.9029 1.9986 -0.464
C 2.2513 -1.8508 3.1381 -0.215
C 3.2916 -1.1676 4.0380 -0.206
C 4.5259 -0.6940 3.2636 -0.214
C 4.1829 0.1186 2.0104 -0.196
C 3.1251 -0.5816 1.1458 -0.213
C 0.9310 -2.7107 -0.2482 -0.476
C 1.5509 -3.9577 0.3640 -0.216
C 1.6615 -5.0382 -0.7232 -0.207
C 2.3924 -4.5568 -1.9836 -0.211
C 1.8993 -3.2002 -2.5032 -0.194
C 1.8200 -2.1662 -1.3756 -0.217
C -0.8759 -2.0882 2.1152 -0.450
C -1.3187 -1.0228 3.1299 -0.248
C -2.4447 -1.5040 4.0544 -0.205
C -3.6380 -2.0945 3.2958 -0.216
C -3.2282 -3.1047 2.2209 -0.206
C -2.0747 -2.6370 1.3206 -0.234
H 1.5330 0.0560 2.4179 0.046
H 2.6605 -2.7862 2.7287 0.102
H 1.3641 -2.1208 3.7303 0.094
H 3.5892 -1.8568 4.8363 0.099
H 2.8122 -0.2993 4.5133 0.113
H 5.1607 -0.0925 3.9210 0.098
H 5.1201 -1.5661 2.9687 0.106
H 3.7943 1.1046 2.3045 0.116
H 5.0886 0.2845 1.4129 0.107
H 2.8531 0.0501 0.2851 0.081
H 3.5580 -1.5190 0.7652 0.100
H -0.0412 -2.9615 -0.7089 0.067
H 0.6446 -5.3468 -1.0007 0.110
H 0.9517 -4.3299 1.2094 0.104
H 2.5524 -3.7193 0.7574 0.101
H 2.1713 -5.9143 -0.3068 0.099
H 2.2852 -5.3046 -2.7763 0.098
H 3.4648 -4.4822 -1.7665 0.107
H 2.5667 -2.8313 -3.2945 0.111
H 0.8982 -3.3099 -2.9452 0.114
H 1.4292 -1.2117 -1.7513 0.067
H 2.8325 -1.9818 -0.9953 0.098
H -0.3616 -2.9193 2.6349 0.098
H -0.4750 -0.6796 3.7457 0.097
H -1.6426 -0.1259 2.5810 0.045
H -2.0387 -2.2643 4.7354 0.107
H -2.7758 -0.6617 4.6755 0.104
H -4.2054 -1.2799 2.8299 0.107
H -4.3118 -2.5808 4.0103 0.098
H -4.0920 -3.3447 1.5900 0.103
H -2.9244 -4.0369 2.7148 0.106
H -1.7598 -3.4776 0.6855 0.103
H -2.4190 -1.8593 0.6217 0.046
Tl -0.3799 1.3447 -0.6732 0.485
Cl -1.4871 -0.8049 -1.5308 -0.011
Cl -0.2245 1.8475 1.8157 0.005
C 1.6188 1.6458 -1.2443 -0.317
H 2.2944 2.0959 -0.5021 0.005
C 2.0464 1.6438 -2.5934 -0.402
C 1.2778 0.9379 -3.5855 -0.118
C 1.6748 0.9455 -4.9130 -0.137
C 2.8378 1.6366 -5.3059 -0.167
C 3.5929 2.3438 -4.3496 -0.150
C 3.2201 2.3535 -3.0202 -0.093
H 0.3722 0.3966 -3.2846 0.043
H 1.0909 0.4056 -5.6651 0.089
H 4.4877 2.8905 -4.6578 0.084
H 3.7937 2.9029 -2.2722 0.092
H 3.1546 1.6276 -6.3431 0.064
C -2.6134 3.6805 -3.5425 -0.025
N -3.3124 4.1142 -2.3614 -0.085
C -4.1334 5.2969 -2.4469 -0.164
C -4.9619 5.4762 -1.1963 -0.162
C -4.2083 5.1335 0.0641 -0.159
N -3.6449 3.8085 -0.0666 -0.087
C -3.2962 3.1058 1.1490 -0.059
C -3.0336 3.4447 -1.2208 -0.422
O -2.2210 2.4729 -1.2911 -0.136
H -2.8364 2.6316 -3.7775 0.106
H -1.5236 3.7591 -3.4124 0.108
H -2.9223 4.3039 -4.3848 0.089
H -3.4902 6.1796 -2.6014 0.131
H -4.7781 5.1954 -3.3287 0.125
H -5.8604 4.8487 -1.2549 0.124
H -5.2809 6.5164 -1.1326 0.113
H -4.8710 5.1079 0.9325 0.121
H -3.4063 5.8732 0.2387 0.139
H -2.2842 3.3656 1.5046 0.031
H -4.0350 3.3679 1.9137 0.089
H -3.3112 2.0249 0.9851 0.088

=====

22
Properties=species:S:1:pos:R:3:lowdin_charge:R:1 method="wB97M-V/def2-TZVPD" smiles="[H]/N=C/N.O.O.O.O.O" total_charge=0 fmax_ha_per_bohr=0.1092
H -1.6926 -0.4745 1.6840 0.000
N -1.3120 -1.0032 0.9651 0.073
C -1.1627 -0.6694 -0.2632 -0.267
N -0.6559 -1.6866 -1.2506 0.038
H -1.4051 0.2561 -0.8066 0.106
H 0.1359 -1.3296 -1.8152 0.074
H -0.3854 -2.5369 -0.8631 0.016
O -0.3726 2.2051 1.5909 -0.110
H -1.3559 2.1689 1.5316 0.051
H -0.0702 1.4379 2.1561 0.004
O 1.1981 2.3029 -1.2253 -0.073
H 1.1818 2.0243 -0.3032 0.006
H 0.4696 2.9296 -1.2375 0.027
O -0.1063 -0.1088 2.9985 -0.102
H 0.3057 0.0762 3.8485 0.068
H 0.4972 -0.7148 2.4868 0.043
O -0.0915 1.0033 -4.9716 0.018
H 0.0487 1.8792 -4.6714 0.022
H 0.6913 0.6100 -5.0478 -0.043
O 1.4179 -2.4412 1.9654 -0.054
H 1.8367 -2.6743 1.1743 0.004
H 0.8274 -3.2542 2.0543 0.098

=====

What are the lowest unoccupied orbital energy values for these records? In order: -0.131, 0.079, 0.015 Eh.
What are the energy above the lowest of the compared OMol25 structures with the same formula, charge and spin values for these records? In order: 0.0, 0.0, 37.3 kcal/mol.